A structure of composition C53H44Cl3N2OP2SSiY, computed with the ωB97M-V functional and the def2-TZVPD basis.

Values from the calculation:
* LUMO level: -0.2157 hartree
* energy: -136593.91353 eV
* net charge: +2
* E_HOMO: -12.4419 eV

Last column: Mulliken charge in e.
Element x y z (Å)
Y (0.3043, 0.5703, -0.8177)  0.170
C (-0.2171, -0.7697, 3.0405)  -1.386
Si (0.8008, -1.1269, 1.4810)  1.721
C (0.3736, -2.9525, 1.1480)  0.382
C (0.5054, -3.9337, 2.1297)  -0.510
C (0.1042, -5.2427, 1.8971)  -0.862
C (-0.4536, -5.6031, 0.6779)  -0.840
C (-0.5988, -4.6519, -0.3195)  -0.988
C (-0.1878, -3.3414, -0.0761)  0.423
P (-0.2389, -2.1044, -1.3750)  2.572
C (-1.7606, -1.0962, -1.2691)  -0.649
C (-2.4712, -0.9664, -0.0740)  -0.363
C (-3.3197, 0.1215, 0.1226)  -0.778
C (-3.4558, 1.1004, -0.8519)  -0.642
C (-2.7534, 0.9915, -2.0478)  -0.505
C (-1.9027, -0.0948, -2.2567)  -0.413
C (-0.2915, -2.9366, -2.9790)  -0.014
C (0.9114, -3.4663, -3.4545)  -0.372
C (0.9425, -4.1418, -4.6638)  -0.820
C (-0.2199, -4.2838, -5.4094)  -0.636
C (-1.4183, -3.7662, -4.9399)  -0.722
C (-1.4599, -3.0992, -3.7228)  -0.316
C (2.6292, -0.9501, 1.9974)  0.166
C (2.9596, -0.6173, 3.3136)  -0.396
C (4.2809, -0.4490, 3.7147)  -0.917
C (5.3065, -0.5914, 2.7979)  -0.961
C (5.0078, -0.9174, 1.4791)  -0.786
C (3.6866, -1.0932, 1.0778)  -0.230
P (3.2649, -1.6315, -0.6192)  0.830
C (2.8627, -0.0220, -1.4280)  0.021
C (2.2469, -0.0652, -2.6988)  -0.198
C (1.7243, 1.0871, -3.2749)  -0.945
C (1.8212, 2.3154, -2.6011)  -0.895
C (2.4614, 2.3790, -1.3627)  -0.063
C (2.9675, 1.2066, -0.7776)  0.946
C (4.8607, -2.0020, -1.4061)  0.163
C (5.2369, -3.3448, -1.4482)  -0.476
C (6.4552, -3.7123, -2.0000)  -0.791
C (7.2951, -2.7449, -2.5328)  -0.569
C (6.9224, -1.4074, -2.5085)  -0.726
C (5.7111, -1.0351, -1.9438)  -0.157
H (0.0524, -1.4512, 3.8502)  0.476
H (-0.1403, 0.2498, 3.4241)  0.318
H (-1.2720, -0.9480, 2.8185)  0.388
H (0.9393, -3.6795, 3.0901)  0.429
H (0.2293, -5.9889, 2.6705)  0.466
H (-0.7674, -6.6227, 0.5017)  0.457
H (-1.0159, -4.9319, -1.2784)  0.583
H (-2.3528, -1.7162, 0.6983)  0.594
H (-3.8743, 0.2024, 1.0480)  0.490
H (-4.1152, 1.9415, -0.6882)  0.475
H (-2.8752, 1.7389, -2.8217)  0.521
H (-1.3498, -0.1831, -3.1901)  0.466
H (1.8177, -3.3747, -2.8621)  0.557
H (1.8724, -4.5602, -5.0247)  0.476
H (-0.1925, -4.8080, -6.3550)  0.422
H (-2.3255, -3.8924, -5.5149)  0.458
H (-2.4035, -2.7210, -3.3513)  0.460
H (2.1752, -0.5181, 4.0551)  0.471
H (4.5050, -0.2189, 4.7484)  0.455
H (6.3364, -0.4604, 3.1012)  0.442
H (5.8141, -1.0569, 0.7707)  0.539
H (2.1751, -1.0126, -3.2193)  0.573
H (1.2543, 1.0422, -4.2497)  0.491
H (1.4152, 3.2106, -3.0548)  0.525
H (2.5510, 3.3196, -0.8340)  0.399
H (3.4229, 1.2518, 0.2038)  -0.337
H (4.5765, -4.1034, -1.0436)  0.448
H (6.7447, -4.7541, -2.0211)  0.439
H (8.2407, -3.0333, -2.9711)  0.406
H (7.5770, -0.6544, -2.9262)  0.464
H (5.4391, 0.0141, -1.9179)  0.447
Cl (6.2563, 4.0432, -0.9573)  -0.205
C (5.2346, 4.1111, 0.4398)  0.080
C (5.2067, 3.0422, 1.3190)  -1.041
C (4.3325, 3.0839, 2.3909)  0.034
C (3.5085, 4.1803, 2.6341)  1.127
C (2.6398, 4.1547, 3.8786)  -0.594
C (1.1252, 4.3180, 3.6584)  -1.892
N (0.6081, 3.7711, 2.4035)  0.510
C (-0.0883, 4.4850, 1.4619)  -0.682
C (-0.3752, 3.6172, 0.4595)  -0.912
N (0.1370, 2.3729, 0.7798)  0.336
C (0.7261, 2.5133, 1.9586)  -0.552
O (2.9585, 5.1844, 4.7896)  -0.393
C (3.8842, 4.8412, 5.8275)  -1.119
C (5.1740, 4.2707, 5.3251)  0.090
C (6.0776, 4.9501, 4.5646)  0.942
Cl (5.9317, 6.5640, 4.0184)  -0.157
S (7.4444, 4.0075, 4.1524)  -0.202
C (6.8264, 2.6636, 5.0167)  -0.447
C (5.6280, 2.9442, 5.5935)  -0.680
C (3.5971, 5.2557, 1.7518)  0.669
Cl (2.6936, 6.7140, 2.0107)  -0.181
C (4.4432, 5.2278, 0.6518)  -0.855
H (5.8636, 2.1960, 1.1702)  0.496
H (4.3199, 2.2550, 3.0880)  0.370
H (2.8138, 3.1754, 4.3458)  0.562
H (0.8892, 5.3767, 3.6664)  0.533
H (0.5937, 3.8516, 4.4875)  0.223
H (-0.3175, 5.5277, 1.5941)  0.461
H (-0.9275, 3.8043, -0.4469)  0.573
H (1.2539, 1.7392, 2.4933)  0.298
H (3.4176, 4.1282, 6.5153)  0.361
H (4.0495, 5.7750, 6.3626)  0.417
H (7.4074, 1.7596, 5.0947)  0.545
H (5.0886, 2.2479, 6.2220)  0.460
H (4.4965, 6.0772, -0.0147)  0.557